This record from OMol25 describes 2 unconnected molecules or ions with the total composition C5H2Cl2F3N at a distorted geometry. The level of theory is ωB97M-V/def2-TZVPD.

Structure (XYZ):
```
13
Properties=species:S:1:pos:R:3:mulliken_charge:R:1
C 1.282 -0.028 -1.018 -0.812
C 0.765 -1.161 -0.567 0.567
F 0.750 -2.337 -1.345 -0.268
N 0.126 -1.464 0.586 -0.358
C 0.242 -0.995 1.761 0.510
F -0.637 -1.517 2.702 -0.217
Cl 1.315 0.018 2.583 -0.086
H 1.770 -0.219 -2.020 0.214
H 1.176 0.956 -0.732 0.433
F -1.570 2.411 1.319 -0.238
C -1.766 2.014 0.108 0.299
C -1.704 1.555 -0.999 0.133
Cl -1.750 0.767 -2.376 -0.177
```

Properties
**E_HOMO**: -9.698 eV
**Structure (SMILES)**: C=C(F)/N=C(/F)Cl.FC#CCl
**Relative energy (zero: lowest compared OMol25 entry of this formula, charge and spin)**: 40.6 kcal/mol
**Largest force on an atom**: 0.0892 Eh/bohr



This record from OMol25 describes C5H2Cl2O3 in the gas phase at a distorted geometry. The level of theory is ωB97M-V/def2-TZVPD.

Structure (XYZ):
```
12
Properties=species:S:1:pos:R:3:mulliken_charge:R:1
O 1.498 0.371 -2.418 -0.439
C 0.609 -0.229 -1.950 0.501
O -0.359 -1.011 -2.557 -0.469
C 0.579 -0.261 -0.306 -0.059
C 0.885 0.700 0.514 -0.125
C -0.058 0.758 1.523 0.157
Cl -0.199 1.658 2.991 -0.191
C -0.898 -0.291 1.305 0.225
Cl -2.029 -0.961 2.322 -0.152
O -0.715 -0.912 0.114 -0.356
H -0.976 -1.200 -1.911 0.392
H 1.665 1.378 0.373 0.516
```

Properties
**E_HOMO**: -9.335 eV
**Structure (SMILES)**: O=C(O)c1cc(Cl)c(Cl)o1
**Relative energy (zero: lowest compared OMol25 entry of this formula, charge and spin)**: 32.1 kcal/mol
**Largest force on an atom**: 0.1449 Eh/bohr



This record from OMol25 describes C5H2ClF in the gas phase at a distorted geometry. The level of theory is ωB97M-V/def2-TZVPD.

Structure (XYZ):
```
9
Properties=species:S:1:pos:R:3:mulliken_charge:R:1
C -3.238 -0.602 -0.242 -0.295
C -2.071 -0.103 -0.245 -0.288
C -0.683 0.159 -0.179 0.780
C 0.484 0.233 0.138 -0.453
C 2.022 0.347 0.279 0.024
F 2.500 1.308 -0.533 -0.209
Cl 2.823 -1.215 -0.255 -0.167
H -4.384 -0.687 -0.209 0.335
H 2.545 0.561 1.244 0.273
```

Properties
**E_HOMO**: -10.015 eV
**Structure (SMILES)**: C#CC#C[C@H](F)Cl
**Relative energy (zero: lowest compared OMol25 entry of this formula, charge and spin)**: 15.9 kcal/mol
**Largest force on an atom**: 0.0829 Eh/bohr



This record from OMol25 describes C5H2F6N2 in the gas phase at a distorted geometry. The level of theory is ωB97M-V/def2-TZVPD.

Structure (XYZ):
```
15
Properties=species:S:1:pos:R:3:lowdin_spin:R:1
C -1.550 -0.124 0.663 0.356
C -2.091 -0.173 -0.547 0.131
C 0.545 -0.014 -0.202 0.019
C 1.120 -1.266 0.353 0.010
C 1.006 1.439 0.101 0.015
N -1.126 -0.167 -1.674 0.759
N 0.061 -0.130 -1.487 0.677
F 0.282 -2.299 0.044 0.002
F 2.276 -1.615 -0.137 -0.003
F 1.115 -1.178 1.670 0.007
F 1.560 1.535 1.337 0.006
F 1.806 1.921 -0.858 0.001
F -0.154 2.181 0.047 0.000
H -1.755 0.199 1.621 0.023
H -3.093 -0.310 -0.931 -0.001
```

Properties
**E_HOMO (alpha / beta)**: -7.738 / -10.242 eV
**Relative energy (zero: lowest compared OMol25 entry of this formula, charge and spin)**: 52.7 kcal/mol
**2S+1**: 3
**Largest force on an atom**: 0.0872 Eh/bohr



This record from OMol25 describes a gas-phase ion, C5H2N (charge +1) at a distorted geometry. The level of theory is ωB97M-V/def2-TZVPD.

Structure (XYZ):
```
8
Properties=species:S:1:pos:R:3:lowdin_spin:R:1
C 1.053 -0.832 1.672 0.332
C 0.807 -1.217 2.808 1.656
C -1.413 0.779 -2.251 -0.052
C -0.868 0.735 -1.126 0.009
C 0.495 -0.394 0.633 0.035
N -0.148 0.197 -0.133 -0.042
H -2.008 1.202 -3.009 -0.003
H 2.083 -0.469 1.406 0.065
```

Properties
**E_HOMO (alpha / beta)**: -14.783 / -15.436 eV
**Relative energy (zero: lowest compared OMol25 entry of this formula, charge and spin)**: 32.8 kcal/mol
**2S+1**: 3
**Largest force on an atom**: 0.1907 Eh/bohr
**Total charge**: +1



This record from OMol25 describes C5H2N2O2 in the gas phase at a distorted geometry. The level of theory is ωB97M-V/def2-TZVPD.

Structure (XYZ):
```
11
Properties=species:S:1:pos:R:3:mulliken_charge:R:1
C 3.383 -0.477 -0.011 0.343
C 2.187 -0.243 0.003 -0.412
C 0.831 0.137 -0.010 0.201
N 0.425 1.350 -0.018 -0.263
N -0.847 1.728 0.006 -0.491
C -1.729 0.787 -0.010 -0.033
C -1.428 -0.646 0.026 0.531
O -2.256 -1.475 -0.046 -0.464
O -0.016 -0.952 0.055 -0.276
H 4.437 -0.587 -0.042 0.437
H -2.769 1.116 0.068 0.429
```

Properties
**E_HOMO**: -10.213 eV
**Structure (SMILES)**: C#Cc1nncc(=O)o1
**Relative energy (zero: lowest compared OMol25 entry of this formula, charge and spin)**: 26.0 kcal/mol
**Largest force on an atom**: 0.0632 Eh/bohr



This record from OMol25 describes 2 unconnected molecules or ions with the total composition C5H2N3O6 at a distorted geometry. The level of theory is ωB97M-V/def2-TZVPD.

Structure (XYZ):
```
16
Properties=species:S:1:pos:R:3:mulliken_charge:R:1
C 0.333 1.300 -0.204 -0.143
C -0.791 -0.812 0.465 0.290
C 1.648 -0.607 -0.078 0.316
C -3.656 -1.266 -0.560 0.828
C -0.837 0.576 0.194 0.133
N 1.535 0.773 -0.238 -0.688
N 0.482 -1.336 0.192 -0.076
N -2.143 1.561 0.265 0.987
O -3.073 -0.722 -1.371 -0.435
O -1.991 2.639 -0.234 -0.658
O -1.739 -1.523 0.784 -0.755
O 2.721 -1.156 -0.220 -0.648
O -4.382 -1.724 0.176 -0.416
O -3.127 1.155 0.810 -0.601
H 0.394 2.281 -0.425 0.649
H 0.407 -2.346 0.205 0.217
```

Properties
**E_HOMO**: -4.890 eV
**Relative energy (zero: lowest compared OMol25 entry of this formula, charge and spin)**: 0.0 kcal/mol
**Largest force on an atom**: 0.0966 Eh/bohr
**Total charge**: -1



This record from OMol25 describes C5H2O in the gas phase. The level of theory is ωB97M-V/def2-TZVPD.

Structure (XYZ):
```
8
Properties=species:S:1:pos:R:3:mulliken_charge:R:1
O 1.824 0.369 -0.599 -0.372
C 0.728 0.004 -0.865 0.008
C -1.002 1.603 -1.455 -0.292
C -0.615 0.819 -0.496 0.420
C -0.789 0.166 0.744 -0.340
C -0.457 -0.644 1.578 -0.220
H 0.435 -0.991 -1.232 0.398
H -0.123 -1.326 2.326 0.397
```

Properties
**E_HOMO**: -10.219 eV
**Relative energy (zero: lowest compared OMol25 entry of this formula, charge and spin)**: 65.0 kcal/mol
**Largest force on an atom**: 0.0172 Eh/bohr



This record from OMol25 describes C5H2O in the gas phase. The level of theory is ωB97M-V/def2-TZVPD.

Structure (XYZ):
```
8
Properties=species:S:1:pos:R:3:mulliken_charge:R:1
C -2.048 1.738 -0.785 -0.250
C -1.353 0.799 -0.490 -0.270
C -0.461 -0.153 -0.045 0.634
C 0.407 -0.844 0.438 -0.199
C 1.554 -1.331 1.188 -0.216
O 2.547 -0.650 1.302 -0.399
H -2.619 2.614 -1.001 0.424
H 1.462 -2.314 1.678 0.277
```

Properties
**E_HOMO**: -10.124 eV
**Structure (SMILES)**: C#CC#CC=O
**Relative energy (zero: lowest compared OMol25 entry of this formula, charge and spin)**: 3.2 kcal/mol
**Largest force on an atom**: 0.0116 Eh/bohr



> Look up the relative energy (zero: lowest compared OMol25 entry of this formula, charge and spin) of the first one.

40.6 kcal/mol